Version A
Molecular formula: C3H8N2O
Method: DFT, ωB97M-V with the def2-TZVPD basis set

- E_HOMO: -8.7503 eV
- Structure (SMILES): C[C@@H]1CN1ON
- Lowest unoccupied orbital energy: 1.2 eV

Atoms and positions in Å:
C  0.039  -1.203  0.318
C  -0.637  -0.119  -0.460
C  -1.900  0.491  0.080
N  0.617  0.134  0.278
N  2.897  -0.122  0.331
O  1.768  0.166  -0.538
H  -0.461  -1.303  1.318
H  0.704  -1.896  -0.183
H  -0.563  -0.159  -1.571
H  -1.778  1.016  0.973
H  -2.644  -0.266  0.327
H  -2.265  1.265  -0.671
H  3.736  -0.366  -0.242
H  3.309  0.680  0.793

Version B
Molecular formula: C3H8N2O
Method: DFT, ωB97M-V with the def2-TZVPD basis set

- E_HOMO: -8.5147 eV
- Structure (SMILES): C=NNCCO
- Lowest unoccupied orbital energy: 1.0 eV

Atoms and positions in Å:
C  -1.726  0.204  0.385
C  -0.961  -0.742  -0.513
C  2.570  0.457  -0.011
H  -0.382  1.278  -0.191
H  -1.460  -0.054  1.478
H  -2.760  0.006  0.085
H  -1.420  -1.728  -0.484
H  -1.163  -0.375  -1.543
H  0.722  -1.241  0.909
H  3.098  -0.129  0.713
H  3.101  1.333  -0.547
N  0.468  -0.768  0.050
N  1.204  0.331  -0.200
O  -1.290  1.427  -0.131

Version C
Molecular formula: C3H8N2O
Method: DFT, ωB97M-V with the def2-TZVPD basis set

- E_HOMO: -9.3698 eV
- Structure (SMILES): CNC(=O)NC
- Lowest unoccupied orbital energy: 0.9 eV

Atoms and positions in Å:
C  -2.406  0.328  0.168
N  -1.136  -0.255  0.500
C  -0.037  0.019  -0.281
O  -0.118  0.451  -1.421
N  1.159  -0.225  0.352
C  2.398  -0.147  -0.395
H  -2.548  1.331  0.622
H  -3.153  -0.380  0.503
H  -2.445  0.449  -0.914
H  -0.992  -0.413  1.486
H  1.126  -0.832  1.159
H  3.209  0.129  0.278
H  2.643  -1.087  -0.894
H  2.306  0.625  -1.157

Version D
Molecular formula: C3H8N2O
Method: DFT, ωB97M-V with the def2-TZVPD basis set

- E_HOMO: -9.1537 eV
- Structure (SMILES): CC(=O)N(C)N
- Lowest unoccupied orbital energy: 0.8 eV

Atoms and positions in Å:
C  0.963  -0.984  1.233
C  -1.097  1.486  -0.826
N  0.276  -0.325  0.134
C  -0.332  0.916  0.344
N  0.067  -1.050  -1.062
O  -0.258  1.526  1.411
H  0.924  -0.995  -1.617
H  -0.067  -2.037  -0.835
H  1.693  -1.700  0.844
H  1.479  -0.247  1.854
H  0.219  -1.505  1.844
H  -1.952  0.848  -1.064
H  -1.472  2.480  -0.562
H  -0.442  1.588  -1.696

Energetically preferred structure: version C | next structure: +1.193 eV

Version A
Molecular formula: C3H8N2O
Method: DFT, ωB97M-V with the def2-TZVPD basis set

- E_HOMO: -8.6368 eV
- Structure (SMILES): C/N=C(/O)NC
- Lowest unoccupied orbital energy: 0.9 eV

Atoms and positions in Å:
C  -2.213  0.380  0.160
N  -0.763  0.431  0.110
C  0.049  -0.610  -0.212
O  -0.513  -1.758  -0.632
N  1.324  -0.720  -0.209
C  2.244  0.325  0.080
H  -2.635  1.317  -0.221
H  -2.605  0.213  1.172
H  -2.556  -0.436  -0.476
H  -0.300  1.227  0.520
H  0.404  -2.146  -0.743
H  3.245  -0.116  0.076
H  2.228  1.108  -0.691
H  2.091  0.785  1.067

Version B
Molecular formula: C3H8N2O
Method: DFT, ωB97M-V with the def2-TZVPD basis set

- E_HOMO: -9.2447 eV
- Structure (SMILES): CNCC(N)=O
- Lowest unoccupied orbital energy: 0.9 eV

Atoms and positions in Å:
O  -0.625  -1.029  2.077
C  -0.687  -0.680  0.900
N  -1.224  -1.555  0.007
N  -0.456  1.048  -0.996
C  0.501  0.341  -1.848
C  -0.351  0.789  0.480
H  -1.699  -2.340  0.432
H  -1.434  -1.191  -0.905
H  -0.377  2.030  -1.178
H  0.544  -0.724  -1.723
H  1.514  0.748  -1.715
H  0.191  0.510  -2.882
H  -1.038  1.466  0.927
H  0.622  1.073  0.834

Version C
Molecular formula: C3H8N2O
Method: DFT, ωB97M-V with the def2-TZVPD basis set

- E_HOMO: -9.4222 eV
- Structure (SMILES): CNC(=O)NC
- Lowest unoccupied orbital energy: 0.9 eV

Atoms and positions in Å:
C  -2.385  0.419  0.160
N  -1.072  0.011  0.611
C  -0.007  0.030  -0.268
O  -0.074  0.485  -1.399
N  1.150  -0.510  0.265
C  2.405  -0.289  -0.427
H  -2.909  0.936  0.970
H  -2.999  -0.426  -0.179
H  -2.249  1.107  -0.676
H  -1.042  -0.686  1.342
H  1.201  -0.495  1.273
H  2.820  0.711  -0.238
H  3.132  -1.043  -0.109
H  2.231  -0.388  -1.500

Energetically preferred structure: version C | next structure: +0.660 eV

Version A
Molecular formula: C4H9Cl3Si
Method: DFT, ωB97M-V with the def2-TZVPD basis set

- E_HOMO: -10.5163 eV
- Structure (SMILES): CC(C)(C)[Si](Cl)(Cl)Cl
- Lowest unoccupied orbital energy: 0.5 eV

Atoms and positions in Å:
Cl  -0.686  -2.178  -2.203
Cl  1.644  0.212  -2.639
Cl  -1.573  1.038  -2.518
C  -0.099  -1.339  0.780
C  1.378  0.644  0.568
C  -1.147  0.966  0.631
C  0.006  0.076  0.245
Si  -0.137  -0.211  -1.670
H  -1.032  -1.775  0.439
H  -0.030  -1.353  1.870
H  0.687  -1.994  0.403
H  1.540  0.722  1.669
H  1.534  1.603  0.076
H  2.158  -0.035  0.250
H  -1.001  1.923  0.142
H  -2.081  0.546  0.267
H  -1.160  1.156  1.691

Version B
Molecular formula: C4H9Cl3Si
Method: DFT, ωB97M-V with the def2-TZVPD basis set

- E_HOMO: -9.4108 eV
- Structure (SMILES): CC[C@H](C)[Si](Cl)(Cl)Cl
- Lowest unoccupied orbital energy: 0.5 eV

Atoms and positions in Å:
C  -2.074  0.901  -0.171
C  -0.234  -1.534  0.269
C  -0.581  0.987  0.157
C  0.161  -0.219  -0.377
Si  2.430  -0.021  -0.041
Cl  3.090  1.476  -1.230
Cl  2.759  0.446  1.891
Cl  3.359  -1.742  -0.522
H  -2.537  0.075  0.363
H  -2.219  0.746  -1.238
H  -2.583  1.817  0.118
H  -1.268  -1.785  0.042
H  0.391  -2.345  -0.098
H  -0.123  -1.478  1.349
H  -0.169  1.894  -0.291
H  -0.456  1.063  1.238
H  0.055  -0.280  -1.460

Energetically preferred structure: version A | next structure: +0.658 eV

Version A
Molecular formula: C3H11NO3
Method: DFT, ωB97M-V with the def2-TZVPD basis set

- E_HOMO: -9.5130 eV
- Structure (SMILES): CN(C)C=O.O.O
- Lowest unoccupied orbital energy: 0.6 eV

Atoms and positions in Å:
C  -1.366  1.866  -0.542
N  -2.365  1.973  -1.458
C  -3.547  1.142  -1.298
C  -2.112  2.555  -2.757
O  -1.526  1.246  0.494
H  -0.426  2.389  -0.755
H  -3.961  0.797  -2.237
H  -4.291  1.705  -0.740
H  -3.309  0.279  -0.724
H  -2.393  3.593  -2.817
H  -2.613  1.992  -3.545
H  -1.085  2.436  -3.130
H  3.768  -3.669  0.769
H  3.755  -4.949  0.074
O  4.019  -4.593  0.932
H  4.525  -2.859  3.199
H  4.750  -1.768  4.340
O  4.985  -2.635  4.009

Version B
Molecular formula: C3H11NO3
Method: DFT, ωB97M-V with the def2-TZVPD basis set

- E_HOMO: -9.6796 eV
- Structure (SMILES): CCNC=O.O.O
- Lowest unoccupied orbital energy: 0.8 eV

Atoms and positions in Å:
C  0.677  0.823  -1.049
N  0.072  0.995  0.147
C  -1.219  1.613  0.308
C  -2.424  0.655  0.313
O  1.471  -0.052  -1.308
H  0.214  1.470  -1.816
H  0.309  0.250  0.795
H  -1.202  2.291  1.163
H  -1.382  2.267  -0.564
H  -3.243  1.170  0.816
H  -2.838  0.525  -0.676
H  -2.198  -0.217  0.900
H  1.851  -1.953  -1.900
H  2.921  -2.995  -2.203
O  2.087  -2.890  -1.736
H  1.898  -0.947  2.925
H  1.564  -1.961  1.799
O  1.440  -1.042  2.085

Version C
Molecular formula: C3H11NO3
Method: DFT, ωB97M-V with the def2-TZVPD basis set

- E_HOMO: -9.3356 eV
- Structure (SMILES): OCCNCO.O
- Lowest unoccupied orbital energy: 0.6 eV

Atoms and positions in Å:
C  -0.687  -0.369  -0.983
C  -0.792  -1.726  -0.304
O  -2.104  -1.994  0.219
N  0.054  0.656  -0.250
C  -0.619  1.368  0.789
O  -0.083  0.971  2.105
H  -0.122  -0.431  -1.917
H  -1.625  0.055  -1.222
H  -0.078  -1.714  0.527
H  -0.580  -2.600  -0.913
H  -2.442  -1.173  0.586
H  0.988  0.457  0.075
H  -0.304  2.408  0.770
H  -1.663  1.100  0.815
H  -0.779  1.170  2.739
H  2.820  0.566  -1.121
H  4.276  0.617  -0.558
O  3.741  0.639  -1.357

Energetically preferred structure: version B | next structure: +0.691 eV

Version A
Molecular formula: C3H11NO3
Method: DFT, ωB97M-V with the def2-TZVPD basis set

- E_HOMO: -9.4628 eV
- Lowest unoccupied orbital energy: 0.7 eV

Atoms and positions in Å:
C  -1.353  -1.347  -1.201
N  -1.157  -2.661  -1.482
O  -0.675  -0.454  -1.723
O  -2.629  -1.120  -0.809
H  -0.275  0.690  -0.683
H  -2.733  -0.175  -0.632
H  1.877  0.505  -0.097
H  -1.765  -3.341  -1.060
H  -0.288  -2.926  -1.910
C  1.352  1.413  0.229
C  1.764  1.772  1.648
O  -0.052  1.196  0.181
H  -0.503  -0.270  1.022
H  1.617  2.224  -0.462
H  -0.764  -1.081  0.983
H  2.842  1.915  1.699
H  1.486  0.976  2.337
H  1.259  2.684  1.960

Version B
Molecular formula: C3H11NO3
Method: DFT, ωB97M-V with the def2-TZVPD basis set

- E_HOMO: -9.5005 eV
- Structure (SMILES): CNC(C)=O.O.O
- Lowest unoccupied orbital energy: 0.6 eV

Atoms and positions in Å:
C  0.414  -2.205  -1.209
C  0.084  -0.961  -0.452
N  -0.799  -0.014  -1.049
C  -2.195  -0.348  -1.224
O  0.530  -0.650  0.617
H  -0.126  -3.135  -0.510
H  1.462  -2.406  -1.257
H  0.258  -2.249  -2.421
H  -0.747  0.895  -0.602
H  -2.519  0.317  -1.953
H  -2.343  -1.355  -1.575
H  -2.656  -0.144  -0.300
H  1.203  2.537  0.605
H  1.690  1.956  -0.705
O  1.135  2.736  -0.357
H  0.684  0.402  2.337
H  1.319  1.288  3.294
O  0.529  0.798  3.208

Version C
Molecular formula: C3H11NO3
Method: DFT, ωB97M-V with the def2-TZVPD basis set

- E_HOMO: -9.3675 eV
- Structure (SMILES): OCCNCO.O
- Lowest unoccupied orbital energy: 0.8 eV

Atoms and positions in Å:
C  0.788  0.647  0.691
C  -0.059  1.054  1.908
O  -1.246  1.683  1.469
N  -0.090  -0.144  -0.192
C  0.560  -0.527  -1.447
O  1.447  0.496  -1.904
H  1.625  -0.014  0.907
H  1.226  1.593  0.353
H  -0.329  0.187  2.513
H  0.615  1.656  2.527
H  -1.323  2.507  1.941
H  -0.853  0.483  -0.437
H  -0.206  -0.661  -2.214
H  1.046  -1.480  -1.244
H  2.079  0.035  -2.501
H  -1.815  -3.081  -1.004
H  -1.412  -1.973  0.002
O  -1.178  -2.845  -0.338

Version D
Molecular formula: C3H11NO3
Method: DFT, ωB97M-V with the def2-TZVPD basis set

- E_HOMO: -8.7679 eV
- Lowest unoccupied orbital energy: -4.7 eV

Atoms and positions in Å:
C  0.282  -1.219  0.092
C  -0.320  0.130  0.408
C  -1.905  0.160  0.028
N  -2.016  0.075  -1.441
O  -2.541  -0.698  0.695
H  1.289  -1.280  0.527
H  -0.362  -2.041  0.404
H  0.446  -1.285  -0.985
H  0.170  0.909  -0.182
H  -0.225  0.358  1.463
H  -2.376  -0.853  -1.640
H  -2.613  0.801  -1.822
H  2.803  1.346  2.009
H  2.198  0.682  0.656
O  2.044  0.884  1.651
H  -2.132  1.226  0.296
H  3.004  0.555  -1.340
O  2.254  0.249  -0.817

Energetically preferred structure: version A | next structure: +0.057 eV

Version A
Molecular formula: C6H10F3NO
Method: DFT, ωB97M-V with the def2-TZVPD basis set

- E_HOMO (alpha / beta): -6.8076 / -6.8094 eV
- Lowest unoccupied orbital energy (alpha / beta): -0.2 / -0.2 eV

Atoms and positions in Å:
C  1.614  -1.384  -0.009
C  1.459  -0.034  -0.048
C  2.378  -2.242  -1.065
C  0.866  0.628  1.068
C  -1.732  0.989  -0.585
C  -2.382  -0.090  0.182
N  -1.427  2.183  0.165
O  0.886  1.871  1.145
F  -2.294  0.478  1.511
F  -1.832  -1.285  0.309
F  -3.704  -0.299  -0.084
H  1.070  -1.958  0.650
H  1.944  0.516  -0.790
H  1.777  -3.146  -1.399
H  3.218  -2.789  -0.541
H  2.671  -1.602  -1.863
H  0.321  -0.043  1.759
H  -1.049  0.642  -1.368
H  -2.029  2.508  0.896
H  -1.355  2.937  -0.554
H  -0.402  2.118  0.618

Version B
Molecular formula: C6H10F3NO
Method: DFT, ωB97M-V with the def2-TZVPD basis set

- E_HOMO: -7.5805 eV
- Lowest unoccupied orbital energy: 0.7 eV

Atoms and positions in Å:
C  -0.182  -1.366  -0.852
C  0.596  -0.345  -0.344
C  -0.459  -1.555  -2.264
C  0.667  -0.014  1.079
C  -0.949  1.325  1.662
C  -1.690  0.474  2.630
N  -0.519  2.552  2.094
O  1.802  0.776  1.197
F  -2.040  -0.698  2.125
F  -2.816  1.082  2.992
F  -0.934  0.167  3.660
H  -0.684  -2.060  -0.123
H  0.759  0.450  -1.010
H  -1.322  -0.887  -2.454
H  -0.671  -2.576  -2.479
H  0.405  -1.297  -2.853
H  0.683  -0.866  1.700
H  -1.565  1.462  0.779
H  -0.151  2.664  3.062
H  -0.793  3.275  1.450
H  1.806  1.434  0.473

Energetically preferred structure: version B | next structure: +0.946 eV